1.
Density functional theory data (wB97M-V/def2-TZVPD) for a structure of composition C38H38N6O5S2V.

Values from the calculation:
Frontier orbital gap (spin up / spin down), hartree: 0.242 / 0.283
HOMO level (spin up / spin down), eV: -6.362 / -7.501
ΔE to the lowest compared entry with this formula, charge and spin, kcal/mol: 0.0
Spin multiplicity: 4
LUMO energy (spin up / spin down), eV: 0.2 / 0.2

The geometry in XYZ format:
```
90
C38H38N6O5S2V | the OMol25 dataset | wB97M-V/def2-TZVPD
V -0.155 -0.187 -0.143
C 2.520 -0.703 -2.048
C 2.698 -1.739 -0.935
C 1.554 -2.713 -0.906
C 1.780 -4.084 -0.874
C 0.707 -4.955 -0.920
C -0.572 -4.432 -1.022
C -0.718 -3.059 -1.031
N 0.313 -2.209 -0.956
N 1.934 0.588 -1.626
C 2.971 1.411 -0.942
C 3.036 1.338 0.562
C 4.149 0.804 1.205
C 4.175 0.788 2.590
C 3.084 1.287 3.282
C 2.022 1.798 2.549
N 2.003 1.846 1.224
C 1.543 1.291 -2.862
C 0.629 2.484 -2.694
C 0.023 3.044 -3.818
C -0.838 4.111 -3.642
C -1.062 4.588 -2.358
C -0.407 3.969 -1.309
N 0.420 2.938 -1.470
H 1.866 -1.127 -2.811
H 3.490 -0.515 -2.530
H 2.781 -1.252 0.038
H 3.618 -2.300 -1.106
H 2.796 -4.451 -0.816
H 0.866 -6.025 -0.888
H -1.446 -5.066 -1.080
H -1.699 -2.603 -1.077
H 2.794 2.453 -1.199
H 3.954 1.140 -1.351
H 4.974 0.407 0.625
H 5.031 0.388 3.119
H 3.051 1.283 4.363
H 1.142 2.190 3.048
H 1.039 0.572 -3.506
H 2.442 1.615 -3.413
H 0.219 2.637 -4.804
H -1.338 4.559 -4.491
H -1.737 5.412 -2.172
H -0.553 4.298 -0.285
O -4.811 2.530 -0.750
C -4.332 3.006 0.412
C -5.150 3.874 1.139
C -4.719 4.408 2.336
C -3.462 4.088 2.842
C -2.654 3.225 2.128
C -3.063 2.670 0.914
C -2.117 1.750 0.221
O -1.030 1.451 0.785
N -2.519 1.309 -0.967
N -1.619 0.410 -1.551
C -1.955 0.106 -2.748
S -1.087 -1.092 -3.707
C -1.751 -0.483 -5.276
C -3.215 -0.163 -5.042
S -3.333 0.853 -3.546
H -4.105 1.946 -1.125
H -6.124 4.112 0.732
H -5.369 5.082 2.882
H -3.123 4.507 3.780
H -1.672 2.949 2.490
H -1.614 -1.268 -6.019
H -1.203 0.407 -5.586
H -3.793 -1.079 -4.917
H -3.636 0.412 -5.866
C 4.245 -3.264 4.145
O 2.978 -3.839 4.399
C 1.914 -3.309 3.746
C 0.672 -3.910 4.043
C -0.448 -3.417 3.443
C -0.418 -2.351 2.510
C -1.634 -1.885 1.897
C -2.997 -2.237 2.441
O -1.660 -1.156 0.888
C 0.850 -1.758 2.198
O 1.013 -0.788 1.377
C 2.003 -2.264 2.862
H 4.957 -3.825 4.744
H 4.264 -2.212 4.442
H 4.512 -3.343 3.088
H 0.637 -4.735 4.740
H -1.394 -3.886 3.676
H -2.999 -2.807 3.363
H -3.553 -2.777 1.673
H -3.519 -1.295 2.609
H 2.938 -1.773 2.635
```

***

2.
Density functional theory data (wB97M-V/def2-TZVPD) for a structure of composition C34H59BrFeNP3 in a non-equilibrium geometry.

Values from the calculation:
Frontier orbital gap (spin up / spin down), hartree: 0.279 / 0.269
HOMO level (spin up / spin down), eV: -13.389 / -13.835
Total charge: +2
ΔE to the lowest compared entry with this formula, charge and spin, kcal/mol: 63.5
Spin multiplicity: 5
LUMO energy (spin up / spin down), eV: -5.8 / -6.5

The geometry in XYZ format:
```
99
C34H59BrFeNP3 | the OMol25 dataset | wB97M-V/def2-TZVPD
C 2.124 4.209 -1.072
C 1.163 3.420 -1.752
C 1.055 3.540 -3.157
C 1.995 4.312 -3.851
N 2.936 5.000 -3.179
C 2.999 4.989 -1.865
C 0.183 2.639 -1.176
C -0.949 2.127 -1.055
C -2.295 2.331 -0.652
C -2.899 1.144 -0.100
C -4.130 1.159 0.577
C -4.552 2.475 0.925
C -4.171 3.671 0.273
C -2.978 3.610 -0.531
Fe -0.908 -0.067 0.530
P 1.750 -0.449 -0.627
H 0.243 3.031 -3.704
H 2.162 4.259 0.018
H 1.954 4.387 -4.935
H 3.766 5.634 -1.368
H -2.559 4.499 -0.980
H -2.458 0.099 -0.213
H -4.739 4.627 0.439
H -4.710 0.320 0.955
C 2.608 -2.143 -0.553
C 3.776 -2.525 -1.478
H 1.776 -2.849 -0.707
H 2.922 -2.271 0.493
H 4.030 -3.576 -1.268
H 3.535 -2.457 -2.548
H 4.684 -1.935 -1.280
C 1.935 -0.109 -2.458
C 3.231 0.508 -3.025
H 1.079 0.534 -2.702
H 1.758 -1.081 -2.941
H 3.097 0.637 -4.112
H 3.452 1.507 -2.611
H 4.106 -0.149 -2.884
C 3.028 0.725 0.048
C 4.512 0.342 -0.001
H 2.730 0.918 1.087
H 2.836 1.666 -0.483
H 5.092 1.126 0.509
H 4.733 -0.607 0.509
H 4.895 0.281 -1.029
Br -5.766 2.543 2.537
P -1.591 -1.583 -1.908
C -0.503 -2.486 -3.082
C -1.058 -3.768 -3.710
H 0.422 -2.711 -2.515
H -0.231 -1.740 -3.853
H -0.230 -4.187 -4.299
H -1.361 -4.501 -2.945
H -1.906 -3.557 -4.382
C -2.604 -2.795 -0.973
C -4.057 -2.996 -1.408
H -2.568 -2.432 0.082
H -2.006 -3.726 -1.002
H -4.525 -3.607 -0.622
H -4.611 -2.042 -1.476
H -4.128 -3.537 -2.368
C -2.526 -0.341 -2.893
C -3.136 -0.753 -4.226
H -1.806 0.488 -3.038
H -3.280 0.060 -2.197
H -3.688 0.130 -4.572
H -2.354 -0.997 -4.957
H -3.826 -1.599 -4.114
C 0.169 -3.078 2.052
C -0.453 -2.137 3.097
C -0.143 -2.528 4.550
P -0.111 -0.334 2.695
C -1.487 0.835 3.283
C -2.103 0.495 4.654
C -1.161 2.330 3.075
C 1.572 0.240 3.378
C 1.454 0.693 4.840
C 2.756 -0.692 3.069
H 1.265 -2.994 2.028
H -0.217 -2.845 1.043
H -0.072 -4.131 2.256
H -1.552 -2.204 2.999
H 0.930 -2.585 4.774
H -0.646 -1.887 5.287
H -0.531 -3.536 4.758
H -2.300 0.638 2.546
H -1.452 0.588 5.535
H -2.947 1.164 4.868
H -2.546 -0.508 4.653
H -0.829 2.514 2.043
H -2.053 2.958 3.231
H -0.393 2.756 3.739
H 1.754 1.155 2.788
H 1.141 -0.098 5.530
H 2.416 1.045 5.224
H 0.787 1.557 4.932
H 2.756 -0.986 2.007
H 3.731 -0.195 3.226
H 2.805 -1.602 3.690
```